(1)
A structure of composition C16H28IO2P2Ti at a distorted geometry, computed with the ωB97M-V functional and the def2-TZVPD basis.

CARTESIAN COORDINATES (ANGSTROEM)
O  0.05706  2.94056  1.00709
H  -4.40923  -1.44800  0.07797
C  -1.23189  -0.15764  3.64687
C  3.34861  -1.62859  0.37439
H  -2.69883  1.02241  -2.31553
C  -1.22903  0.60873  4.81384
H  0.89920  -0.64805  -7.67496
C  0.03515  1.78289  0.79059
C  -2.95718  0.02904  -1.93391
H  3.29080  -1.69562  1.46563
H  2.73327  0.98415  -2.29235
H  -2.98849  2.21913  0.09959
H  3.05586  1.21401  1.69961
H  2.10312  -0.81479  3.38785
H  -0.02792  1.36148  6.45097
H  2.44963  -0.75338  -2.53269
H  -4.04268  -0.12397  -1.98159
H  -3.02394  1.33422  1.64562
H  0.01351  0.69527  -8.45849
C  0.01017  -0.01117  -7.61798
C  1.18346  -0.39020  3.79147
C  0.01738  0.77097  -6.32939
H  2.13144  0.50545  5.50791
C  -0.02231  -1.44965  1.85177
H  -0.88692  -0.63677  -7.67269
H  4.06009  -0.18443  -1.96861
C  -0.02318  -0.62909  3.10033
H  -2.17375  1.01912  5.19519
C  -0.02119  0.82003  5.50326
C  -3.28380  1.28089  0.58362
H  -3.28567  -1.62320  1.46548
P  -2.39979  -0.10625  -0.20946
Ti  0.00612  -0.12709  0.22067
H  3.02596  2.14976  0.18217
C  1.18572  0.33380  4.97864
H  -0.95071  -2.02064  1.68406
H  0.88252  -2.05827  1.71001
H  -2.43868  -0.72156  -2.53876
H  4.40105  -1.53792  0.06572
H  -2.17597  -0.42097  3.15350
I  0.00632  -0.47725  -4.49968
O  0.02862  1.96487  -6.18617
H  -4.36754  1.13155  0.47756
H  4.39325  1.03451  0.52076
H  -2.93972  -2.46621  -0.06934
C  -3.35504  -1.55456  0.37504
C  3.31159  1.19322  0.63460
H  2.91346  -2.53210  -0.06653
P  2.41327  -0.16269  -0.19540
C  2.97684  -0.01604  -1.91829

Forces on the atoms, in the same order (eV/Å):
O -0.108 -5.558 -0.847
H 0.380 0.027 0.088
C -0.281 0.555 0.100
C -0.374 -0.166 0.096
H -0.078 -0.189 -0.061
C -0.021 -0.242 -0.082
H -0.200 0.034 0.122
C 0.120 7.530 1.244
C 0.296 0.004 -0.157
H 0.091 -0.096 -0.171
H 0.077 -0.191 -0.054
H -0.131 -0.128 0.125
H 0.110 0.047 -0.129
H -0.123 0.170 0.188
H 0.029 -0.116 -0.339
H 0.237 0.136 -0.029
H 0.266 0.064 0.002
H -0.120 0.060 -0.125
H 0.001 -0.102 0.352
C -0.002 0.071 0.025
C 0.085 0.422 0.029
C 0.031 3.206 -0.474
H -0.505 -0.113 -0.194
C -0.095 -0.021 0.410
H 0.201 0.032 0.123
H -0.268 0.073 0.018
C 0.088 -0.524 -1.034
H 0.521 -0.309 -0.065
C -0.215 0.072 -0.317
C 0.143 0.059 0.096
H -0.108 -0.098 -0.169
P -2.568 0.363 -0.507
Ti -0.052 -2.403 1.498
H 0.134 -0.128 0.117
C 0.154 -0.186 -0.046
H 0.329 0.028 0.054
H -0.272 -0.024 0.069
H -0.243 0.134 -0.051
H -0.382 0.031 0.094
H 0.352 0.217 0.235
I 0.000 -0.277 0.154
O -0.029 -3.002 -0.176
H 0.306 0.084 0.008
H -0.303 0.095 0.017
H -0.182 0.067 0.118
C 0.356 -0.150 0.095
C -0.133 0.060 0.072
H 0.189 0.051 0.117
P 2.587 0.298 -0.488
C -0.292 0.034 -0.153

Computed properties:
<S²>: 1.00
HOMO energy (spin up / spin down), eV: -14.627 / -14.628
Spin multiplicity: 2
Largest force on an atom, eV/A: 7.63
Total charge: +2
Energy relative to the best compared isomer or geometry (same formula, charge and spin), eV: 0.720

=====

(2)
The molecule C3H5F at a distorted geometry, computed with the ωB97M-V functional and the def2-TZVPD basis.

CARTESIAN COORDINATES (ANGSTROEM)
F  1.39341  0.74835  0.57558
H  -1.57956  0.79790  -1.05291
C  0.06744  0.48313  0.80353
H  1.02175  -0.87721  -0.40550
H  -0.42162  -1.86255  0.34479
C  -0.43491  0.39219  -0.70332
H  -0.51849  0.68457  1.67105
H  0.40079  0.42145  -1.35471
C  0.07118  -0.78784  0.12148

Forces on the atoms, in the same order (eV/Å):
F 2.205 3.201 2.716
H 3.498 -1.703 1.140
C 0.493 -1.392 -4.379
H -0.111 -1.342 1.112
H 0.718 2.942 -0.248
C -4.116 0.995 1.348
H 0.232 0.728 0.480
H -0.249 1.791 -1.115
C -2.669 -5.221 -1.054

Computed properties:
Structure (SMILES): FC1CC1
HOMO energy, eV: -10.066
Largest force on an atom, eV/A: 5.96
Total charge: 0
Energy relative to the best compared isomer or geometry (same formula, charge and spin), eV: 2.826

=====

Q: Which value of largest force on an atom does entry 2 give?
A: 5.96 eV/A

=====

Q: Which of these has the highest total charge?
A: C16H28IO2P2Ti

=====

What did the second record say?
The molecule C3H5F at a distorted geometry, computed with the ωB97M-V functional and the def2-TZVPD basis.

CARTESIAN COORDINATES (ANGSTROEM)
F  1.39341  0.74835  0.57558
H  -1.57956  0.79790  -1.05291
C  0.06744  0.48313  0.80353
H  1.02175  -0.87721  -0.40550
H  -0.42162  -1.86255  0.34479
C  -0.43491  0.39219  -0.70332
H  -0.51849  0.68457  1.67105
H  0.40079  0.42145  -1.35471
C  0.07118  -0.78784  0.12148

Forces on the atoms, in the same order (eV/Å):
F 2.205 3.201 2.716
H 3.498 -1.703 1.140
C 0.493 -1.392 -4.379
H -0.111 -1.342 1.112
H 0.718 2.942 -0.248
C -4.116 0.995 1.348
H 0.232 0.728 0.480
H -0.249 1.791 -1.115
C -2.669 -5.221 -1.054

Computed properties:
Structure (SMILES): FC1CC1
HOMO energy, eV: -10.066
Largest force on an atom, eV/A: 5.96
Total charge: 0
Energy relative to the best compared isomer or geometry (same formula, charge and spin), eV: 2.826

=====

Q: The highest energy relative to the best compared isomer or geometry (same formula, charge and spin) belongs to which entry?
A: C3H5F